Entry 1:
{"formula": "C6H12N2O", "method": "the ωB97M-V functional and the def2-TZVPD basis", "symbols": ["H", "H", "H", "H", "H", "H", "H", "H", "H", "H", "H", "C", "C", "O", "C", "C", "N", "H", "N", "C", "C"], "positions_angstrom": [[2.146, -1.737, -0.568], [3.506, -0.510, -0.272], [-0.783, 2.038, -0.365], [-2.883, 1.191, -0.316], [-0.979, -1.394, -1.373], [-0.937, 1.038, -1.889], [-2.823, -0.996, 0.946], [-2.049, 0.367, 1.738], [1.641, 0.918, -1.323], [0.848, 1.352, 1.410], [-0.076, -1.310, 1.447], [-0.657, -0.890, 0.637], [-2.041, -0.273, 0.836], [1.712, 1.479, 0.631], [-0.883, 1.047, -0.756], [0.097, 0.005, -0.393], [-2.142, 0.479, -0.387], [2.450, -1.095, 1.045], [-0.162, -1.327, -0.688], [1.538, 0.384, -0.300], [2.475, -0.766, -0.059]], "forces_ev_per_a": [[0.5897, 1.6672, 0.2043], [0.1167, -0.0174, -0.1801], [0.9179, 0.5621, 0.2781], [0.5399, -0.6258, -0.3035], [1.2966, -0.0682, 1.1171], [0.4080, 0.8504, 0.8704], [-0.6073, -0.4634, -0.1099], [0.2408, -0.2631, 0.0003], [0.7716, -1.0017, 1.2165], [4.0650, 0.4930, -3.4445], [-0.2860, -0.1243, 0.1586], [1.6640, 0.7360, -0.1304], [1.5720, -0.0148, 0.0100], [-3.8837, -1.0717, 3.3402], [-0.9858, -0.5601, -3.0617], [0.6144, 0.4074, 2.9877], [-2.8609, 0.5071, 0.1276], [-0.0439, 0.8332, -1.3607], [-3.4071, -1.6100, -1.7584], [-0.3942, 1.8419, -1.2964], [-0.3277, -2.0777, 1.3347]], "smiles": "C[C@H](O)[C@]12CNC[C@H]1N2", "charge": 0, "e_lumo_ev": 0.7, "e_homo_ev": -8.9988, "gap_ev": 9.7, "total_energy_ha": -420.4709, "de_lowest_kj_mol": 296.7}


Entry 2:
{"formula": "C41H82O35", "method": "the ωB97M-V functional and the def2-TZVPD basis", "symbols": ["O", "O", "O", "H", "C", "O", "H", "C", "O", "H", "H", "O", "H", "H", "O", "C", "H", "H", "O", "H", "H", "C", "O", "H", "H", "C", "C", "H", "H", "H", "H", "C", "O", "C", "H", "C", "O", "C", "O", "C", "O", "C", "H", "H", "H", "H", "C", "C", "O", "H", "H", "H", "H", "H", "C", "C", "C", "O", "H", "H", "H", "O", "H", "H", "C", "H", "C", "O", "O", "H", "H", "H", "H", "H", "H", "C", "O", "O", "O", "O", "H", "H", "C", "O", "H", "O", "H", "H", "C", "O", "H", "O", "H", "C", "C", "H", "C", "H", "H", "C", "O", "H", "H", "H", "C", "C", "C", "H", "H", "C", "H", "C", "H", "C", "H", "H", "H", "H", "C", "C", "H", "H", "H", "O", "C", "O", "H", "H", "H", "C", "C", "H", "H", "O", "H", "C", "H", "H", "H", "H", "O", "H", "H", "H", "O", "H", "C", "O", "C", "O", "H", "H", "O", "H", "H", "C", "H", "H"], "positions_angstrom": [[-13.994, -19.110, 20.131], [-18.623, -22.569, 11.845], [-14.185, -20.052, 10.452], [-15.956, -20.009, 6.835], [-14.837, -19.143, 21.203], [-15.559, -18.556, 9.387], [-15.230, -18.766, 11.575], [-21.969, -19.600, 8.317], [-15.100, -20.129, 21.829], [-17.218, -17.381, 9.840], [-20.638, -17.733, 12.600], [-17.592, -18.565, 13.896], [-12.237, -19.970, 19.617], [-13.061, -20.827, 20.850], [-20.866, -17.198, 8.966], [-18.278, -18.889, 18.291], [-15.156, -20.519, 12.260], [-19.275, -19.584, 14.817], [-19.410, -19.302, 17.650], [-17.012, -22.606, 15.195], [-15.989, -15.222, 7.757], [-13.214, -20.308, 19.917], [-11.484, -16.287, 12.060], [-22.087, -18.967, 7.407], [-16.607, -24.297, 15.695], [-17.006, -22.319, 20.124], [-16.581, -16.241, 13.227], [-17.948, -24.299, 10.821], [-21.848, -17.640, 11.371], [-20.845, -20.057, 12.176], [-19.879, -20.392, 19.421], [-15.445, -14.304, 19.828], [-18.030, -18.922, 19.494], [-22.506, -19.886, 13.824], [-18.800, -23.453, 8.708], [-16.825, -22.985, 17.937], [-17.495, -18.345, 17.377], [-14.901, -19.782, 7.072], [-15.936, -14.709, 10.447], [-21.804, -19.611, 12.425], [-15.572, -19.188, 14.804], [-18.211, -19.744, 14.487], [-12.754, -17.463, 13.247], [-19.048, -16.564, 16.080], [-16.476, -13.810, 19.973], [-20.172, -21.225, 18.033], [-22.370, -14.237, 13.090], [-19.288, -15.528, 16.388], [-9.180, -17.190, 17.800], [-18.725, -20.886, 9.091], [-16.141, -18.045, 23.306], [-14.315, -12.578, 14.730], [-16.718, -16.829, 22.092], [-18.297, -20.594, 13.819], [-14.584, -13.495, 15.264], [-16.186, -17.899, 17.780], [-16.296, -18.381, 14.285], [-10.704, -18.412, 19.025], [-16.918, -13.730, 12.461], [-16.103, -17.749, 18.885], [-8.434, -18.305, 19.501], [-22.493, -17.509, 13.310], [-14.866, -14.222, 20.760], [-17.374, -15.795, 13.796], [-18.827, -23.604, 10.946], [-13.797, -20.793, 19.148], [-14.615, -19.673, 11.748], [-21.964, -14.374, 14.437], [-20.691, -19.507, 8.903], [-20.203, -22.686, 9.587], [-22.453, -15.214, 12.554], [-15.823, -13.722, 6.780], [-19.363, -15.493, 17.463], [-13.852, -14.338, 15.170], [-23.246, -20.723, 13.987], [-12.473, -18.213, 17.060], [-14.525, -20.260, 8.306], [-18.971, -18.378, 9.487], [-20.570, -14.969, 15.978], [-11.637, -15.778, 10.044], [-7.844, -16.648, 19.337], [-7.382, -17.925, 18.152], [-10.422, -17.732, 18.077], [-17.534, -13.039, 10.515], [-22.934, -18.086, 15.170], [-16.145, -14.499, 17.379], [-21.733, -20.118, 14.581], [-16.310, -21.800, 20.828], [-20.264, -18.230, 9.061], [-16.236, -22.793, 19.083], [-21.721, -13.540, 12.462], [-15.897, -22.943, 16.926], [-12.890, -18.250, 18.072], [-20.691, -14.735, 14.676], [-23.080, -18.497, 14.161], [-12.306, -19.223, 16.643], [-8.150, -17.494, 18.759], [-12.822, -16.542, 8.578], [-22.165, -20.670, 8.045], [-11.923, -15.884, 8.666], [-19.845, -14.837, 13.869], [-13.217, -17.743, 16.406], [-18.596, -16.691, 10.763], [-15.516, -15.366, 19.592], [-15.677, -14.148, 7.773], [-18.293, -21.676, 9.670], [-15.183, -13.788, 17.587], [-11.549, -16.426, 14.115], [-16.957, -16.603, 12.306], [-16.264, -23.278, 15.606], [-16.098, -16.875, 17.409], [-18.320, -21.392, 11.159], [-18.374, -12.508, 12.166], [-16.544, -13.801, 9.962], [-17.621, -20.011, 15.331], [-23.390, -13.920, 13.227], [-14.277, -20.414, 6.419], [-12.178, -14.901, 8.309], [-17.812, -13.406, 11.917], [-20.199, -20.214, 18.368], [-24.177, -18.523, 14.058], [-19.671, -24.198, 11.257], [-11.077, -16.362, 8.134], [-15.210, -17.937, 21.446], [-14.851, -19.563, 9.378], [-18.034, -23.097, 17.790], [-18.501, -16.390, 9.072], [-14.618, -18.737, 6.927], [-22.729, -19.239, 8.984], [-11.712, -17.095, 13.246], [-19.137, -22.925, 9.606], [-22.461, -19.986, 11.562], [-18.474, -14.244, 11.918], [-14.725, -13.548, 18.810], [-18.470, -14.872, 16.040], [-16.422, -17.831, 22.288], [-15.592, -13.785, 15.021], [-15.805, -15.546, 12.988], [-15.365, -23.353, 15.020], [-17.537, -23.080, 20.644], [-11.219, -17.529, 17.023], [-13.754, -19.578, 12.405], [-17.322, -21.874, 9.336], [-15.391, -18.543, 17.375], [-16.464, -13.339, 8.687], [-21.291, -19.944, 18.526], [-18.290, -17.139, 9.839], [-12.479, -17.768, 10.646], [-11.884, -16.763, 10.858], [-14.458, -13.102, 16.704], [-11.090, -17.978, 13.303], [-17.770, -21.649, 19.753], [-15.833, -17.161, 14.045], [-17.157, -18.536, 22.016], [-19.260, -20.793, 11.359], [-21.623, -18.105, 12.366], [-14.632, -14.130, 8.067], [-17.388, -20.892, 11.517]], "forces_ev_per_a": [[-0.2493, 0.3832, 1.2143], [0.8157, -0.7935, 1.1462], [-0.4152, -0.8756, -1.5041], [0.3674, 0.4929, 0.2559], [2.0568, -1.2100, -1.3937], [0.9105, -1.7924, -0.2045], [0.3854, -0.4340, 0.9542], [-1.0133, -0.5541, -1.4294], [-0.4861, -0.5458, 0.4047], [-0.5989, 0.0784, 0.0924], [0.7972, -0.3756, 0.2114], [0.3401, -0.2771, 0.5303], [0.1538, 0.0921, -0.5933], [-0.4863, -0.5449, 0.0824], [-0.1346, -0.5672, -0.4451], [0.0493, 0.4080, 1.4282], [-0.0689, 0.7794, -0.9176], [1.1636, 0.7263, -0.3446], [0.8847, 0.0427, 0.6322], [0.0367, -0.0436, -0.0856], [-0.0321, 0.8908, 0.2215], [-0.4966, 0.8940, 0.0483], [0.3261, -0.8795, 0.7113], [0.4602, -0.4858, 0.4754], [-0.7555, -0.3239, -0.5827], [-0.2519, 1.5244, 1.7236], [0.7908, 0.3844, 0.9953], [-0.4623, 0.6652, 0.3834], [0.0069, -0.6600, 0.5758], [0.0467, -0.4772, 0.7828], [0.3018, 0.8315, -0.6019], [-0.8998, 1.2412, 0.6789], [-0.7504, -0.4497, -1.9253], [1.3294, 0.1068, 0.6372], [-0.6247, -0.4745, 0.2845], [-1.3346, 0.2090, -2.1814], [0.2946, -0.2439, -0.2426], [0.0267, -0.5121, -2.0665], [0.1143, 0.0025, 0.1705], [-1.6209, -0.8924, -1.1263], [-0.3436, -0.3865, 0.1338], [-1.1889, -0.0284, 0.0422], [0.3135, 0.3200, 0.0399], [-0.7454, 0.4908, -0.2342], [1.5406, -1.0410, -0.2416], [0.2428, -0.5568, -1.3503], [0.2535, -0.2487, -1.4730], [0.3879, 0.6735, -0.1686], [-1.8183, -0.3389, 0.9286], [-0.0203, 0.5475, -0.1881], [0.1084, 0.3108, 0.4206], [0.1675, -0.5136, 0.0402], [-0.4853, 0.7059, 0.2835], [0.5272, 0.1215, -0.5398], [1.0338, 0.0484, 1.6579], [0.3036, 1.1524, 1.0409], [-0.3968, -0.0144, -0.1337], [0.1722, 0.3682, 0.3168], [-0.1517, 0.9081, -0.0555], [-0.1849, -0.7611, -0.8577], [-0.1246, 1.0247, -1.0113], [-0.6377, -0.4038, 0.1487], [-0.1379, 0.2631, -0.4960], [-0.4209, 0.2317, 0.2920], [0.4362, -1.3157, -1.6618], [0.5037, -1.0265, -0.0557], [-0.9872, -0.2468, 0.4506], [0.8531, -0.1890, 0.5838], [-0.0047, 0.9813, -0.4721], [0.0488, 0.0080, -0.3144], [0.4751, 0.5580, 0.6326], [0.0432, 0.0625, 0.2655], [0.2260, -0.0269, 0.2922], [-0.7355, 0.8243, -0.4703], [0.6490, 0.9859, -0.9874], [-0.5439, -0.8502, -0.1437], [0.4833, -0.7197, 2.0740], [-0.8544, 1.0564, 0.0264], [0.5267, -0.7661, 0.0573], [1.0143, 1.4479, -0.9320], [0.1290, 0.7372, -0.0715], [0.8624, 0.1414, -0.1299], [1.1711, -0.4273, -1.0049], [1.7538, -1.6452, 0.7138], [0.2912, -0.7361, 0.0675], [0.4745, 0.1805, -0.6731], [-0.0586, 0.1076, -0.4037], [-0.6848, -0.3763, -0.6359], [1.8232, -0.8001, 1.5100], [2.0168, -0.4885, -0.9400], [-0.9006, -0.7055, 1.0885], [0.1000, 0.5923, 2.1772], [0.2644, -0.0835, -0.2252], [-2.5534, 0.0543, 1.4819], [-0.8364, 0.4503, 0.3039], [-0.1798, 0.2840, 0.4735], [-0.8136, -1.9655, 0.6217], [0.6202, 0.4342, -0.2602], [0.3554, 1.0084, 0.3830], [-0.9801, -1.9179, -0.0917], [2.1736, -0.2698, -2.0785], [0.5828, 0.3574, 0.0160], [-0.4865, -0.2867, 0.7391], [-0.1615, 0.2200, -0.2769], [-0.3478, -0.5675, 0.3203], [-1.1789, 0.0402, 1.0133], [-0.5806, -0.0503, -0.1343], [0.0229, -0.4648, -0.6721], [-0.2555, -0.9803, -0.7213], [-0.6398, -1.0132, 0.5124], [0.1068, -0.2347, -0.4538], [-1.1155, 2.2671, -0.0156], [0.3783, -0.2544, 1.1192], [-1.7594, 1.4611, -1.2658], [0.2525, -0.3518, 0.6791], [-0.2480, 0.6419, -0.4690], [-0.3852, 0.4861, -0.2251], [0.2549, 0.3273, -0.1539], [-0.2060, 0.6668, -1.4845], [-1.9558, -0.6179, 3.0095], [0.1827, 0.2057, -0.4410], [-0.2351, -0.3102, 0.3686], [-0.4156, 0.4883, 0.1702], [-1.9319, 1.6046, 0.5021], [-0.0977, 1.9572, 1.5429], [1.3343, 0.0006, -0.2185], [0.1018, -0.1050, -0.0707], [-0.3598, -0.0186, 0.0774], [-0.4020, -0.0010, 0.5906], [-1.0914, 0.4472, -0.1882], [0.2732, -0.3251, -0.3134], [0.5593, 0.6981, 1.2204], [-0.5920, -0.5441, -0.0278], [-0.0101, -0.5754, 0.6368], [-0.3896, -0.2986, 0.2715], [1.9468, 0.0392, -0.2080], [-0.3007, -0.2251, 0.1042], [0.1683, 0.8108, -0.2480], [0.3814, 0.5747, -0.1524], [-0.2375, -0.9911, 0.3839], [0.2911, 0.8456, 0.1155], [0.1970, 0.7103, -0.4122], [1.6295, -0.3220, -0.5576], [-0.6085, 0.0750, 0.1771], [0.5768, -1.0532, 0.0120], [1.3597, 0.3255, -0.8788], [0.5266, -0.1548, -1.3245], [-0.1368, -1.3053, -0.3437], [-0.4577, 1.1696, 1.9621], [-0.4026, -0.4463, -0.8516], [0.5001, 0.0150, -0.1767], [0.0110, 0.4392, -0.0248], [-0.5358, -0.3849, -0.5793], [-0.7604, -0.7537, -0.7477], [1.4493, 0.3748, -0.2238], [-0.6697, 1.0336, -0.9118], [0.1418, 0.1353, -0.0348], [-0.8079, -0.3534, 0.0201]], "charge": 0, "e_lumo_ev": 0.5, "e_homo_ev": -9.2861, "gap_ev": 9.8, "total_energy_ha": -4244.7532, "de_lowest_kj_mol": 151.5}


Entry 3:
{"formula": "C2H6N3", "method": "the ωB97M-V functional and the def2-TZVPD basis", "symbols": ["H", "H", "C", "H", "C", "H", "N", "N", "H", "N", "H"], "positions_angstrom": [[-2.003, -0.986, 0.701], [0.094, 0.844, -1.287], [-0.921, -0.834, 0.354], [0.842, 2.108, -0.269], [0.676, 1.065, -0.360], [1.510, 0.400, -0.465], [-0.972, 1.397, 1.283], [-1.590, 1.814, 2.104], [-0.477, -1.412, 1.200], [-0.317, 0.576, 0.547], [-0.681, -1.223, -0.632]], "forces_ev_per_a": [[1.1441, 1.1891, -1.2714], [1.0461, 0.9697, -0.2911], [-0.5569, -0.3135, 3.0115], [0.4927, 0.7378, 0.2520], [-1.7817, -1.0782, -3.0259], [0.7401, -0.0200, 0.8148], [0.2898, -1.6728, 0.2895], [-0.1036, 0.7237, -0.2322], [0.4348, 0.0832, -1.1233], [-1.6426, -0.9011, 1.5035], [-0.0627, 0.2820, 0.0724]], "smiles": "CN(C)[N+]#N", "charge": 1, "e_lumo_ev": -5.7, "e_homo_ev": -15.8323, "gap_ev": 10.1, "total_energy_ha": -243.6873, "de_lowest_kj_mol": 387.5}